[1]
19
Properties=species:S:1:pos:R:3:mulliken_charge:R:1 method="wB97M-V/def2-TZVPD" homo_lumo_gap_ev=6.27 lumo_energy_ha=-0.2305 total_charge=+1
C -1.789 0.901 0.683 -1.02
C -0.598 0.212 1.335 0.22
C 0.770 0.420 0.780 -0.98
C 0.870 -0.082 -0.698 1.37
C 1.376 0.708 -1.679 -0.87
C 0.869 -1.591 -0.569 -1.03
N -0.295 -1.234 -1.194 -0.23
H -2.146 0.352 -0.187 0.33
H -2.592 1.040 1.399 0.36
H -1.446 1.839 0.252 0.32
H -0.693 0.358 2.409 0.53
H -0.631 -1.005 1.230 -0.61
H 1.044 1.476 0.855 0.47
H 1.477 -0.191 1.340 0.34
H 1.657 1.703 -1.361 0.26
H 1.748 0.254 -2.590 0.36
H 1.460 -2.324 -1.122 0.25
H -0.769 -1.805 1.324 0.64
H -0.312 -1.029 -2.210 0.29

***

[2]
30
Properties=species:S:1:pos:R:3:mulliken_charge:R:1 method="wB97M-V/def2-TZVPD" homo_lumo_gap_ev=8.60 lumo_energy_ha=-0.1654 total_charge=+1
O -1.229 1.620 0.320 -0.42
V -0.597 0.285 0.971 0.84
O 0.085 -0.499 -0.261 -0.17
O -2.377 -0.842 0.884 -0.42
H -2.610 -1.609 0.339 0.30
H -3.182 -0.603 1.369 0.29
O 1.342 1.423 1.095 -0.43
H 1.469 2.185 0.505 0.31
H 1.981 1.534 1.813 0.28
O -0.729 1.131 3.035 -0.30
H -1.267 0.935 3.815 0.28
H -0.093 1.800 3.325 0.28
O -1.594 1.195 -2.624 -0.51
H -1.899 1.309 -3.536 0.25
H -2.381 1.326 -2.081 0.28
O 2.409 -2.199 0.563 -0.59
H 3.121 -2.651 1.037 0.25
H 2.802 -1.941 -0.281 0.29
O 0.092 -1.525 2.311 -0.44
H 0.787 -2.087 1.922 0.35
H -0.504 -2.124 2.780 0.33
O 0.723 -3.588 -2.015 -0.63
H 0.747 -2.915 -1.324 0.31
H 1.524 -4.107 -1.884 0.30
O 1.557 0.060 -2.837 -0.62
H 0.740 0.565 -2.949 0.30
H 1.769 0.169 -1.906 0.26
O -0.579 3.900 -1.607 -0.63
H -0.916 3.018 -1.835 0.34
H -1.192 4.235 -0.943 0.32

***

[3]
79
Properties=species:S:1:pos:R:3:mulliken_charge:R:1 method="wB97M-V/def2-TZVPD" homo_lumo_gap_ev=7.69 lumo_energy_ha=-0.0105
Sn 0.373 0.042 0.563 0.98
N 5.404 -1.138 0.585 0.10
C 4.409 -0.288 0.869 -0.58
N 3.282 -0.749 0.374 0.52
C 3.655 -1.922 -0.212 0.07
N 4.938 -2.193 -0.110 -0.81
C 2.697 -2.813 -0.888 0.65
C 2.832 -4.195 -0.817 -0.49
N 1.941 -5.011 -1.365 -0.59
C 0.919 -4.435 -1.990 -0.40
C 0.796 -3.056 -2.076 -0.16
N 1.682 -2.237 -1.523 -0.20
H 6.383 -1.070 0.805 0.19
H 4.536 0.642 1.402 0.53
H 3.669 -4.640 -0.293 0.44
H 0.179 -5.088 -2.437 0.41
H -0.035 -2.602 -2.604 0.45
N -1.113 1.361 1.827 -0.30
C -1.459 1.018 3.217 -0.64
C -0.239 0.899 4.117 -0.81
C 0.622 -0.327 3.851 -0.52
N 1.404 -0.201 2.607 -0.46
H -0.733 2.304 1.768 0.28
H -1.966 1.301 1.258 0.23
H -1.990 0.065 3.189 0.26
H -2.141 1.768 3.626 0.50
H -0.588 0.843 5.150 0.40
H 0.370 1.808 4.047 0.30
H -0.008 -1.212 3.755 0.21
H 1.300 -0.493 4.692 0.47
H 1.927 -1.054 2.425 0.27
H 2.061 0.572 2.663 0.31
I -3.503 -8.081 1.772 0.10
C -2.486 -6.265 1.634 -0.09
C -1.115 -6.264 1.421 -0.79
C -0.444 -5.055 1.332 -0.21
C -1.139 -3.857 1.449 0.40
C -2.513 -3.873 1.659 -0.37
C -3.193 -5.077 1.756 -0.64
C -0.398 -2.565 1.326 0.54
O -1.086 -1.477 1.330 -0.87
O 0.839 -2.554 1.223 -0.73
H -0.575 -7.196 1.322 0.40
H 0.624 -5.028 1.161 0.49
H -3.045 -2.935 1.747 0.43
H -4.261 -5.091 1.922 0.39
N -3.431 0.505 0.091 -0.46
C -3.212 1.457 -0.937 0.26
C -3.913 2.662 -0.920 -0.63
C -3.649 3.632 -1.870 -0.75
C -2.676 3.423 -2.840 -0.31
C -1.985 2.224 -2.864 -0.34
C -2.248 1.241 -1.914 -0.25
S -2.287 4.744 -3.987 1.26
O -1.303 4.159 -4.888 -0.70
O -3.549 5.120 -4.580 -0.71
O -1.706 5.765 -3.107 -0.73
H -4.384 0.502 0.427 0.25
H -3.148 -0.435 -0.153 0.11
H -4.670 2.831 -0.162 0.37
H -4.196 4.567 -1.868 0.39
H -1.245 2.068 -3.638 0.55
H -1.718 0.294 -1.951 0.63
C 3.745 1.932 -1.643 -0.98
N 2.562 2.757 -1.780 0.23
C 2.075 3.242 -2.981 -0.77
C 0.957 3.941 -2.707 -0.40
N 0.771 3.871 -1.341 0.34
C -0.363 4.462 -0.643 -0.91
C 1.758 3.151 -0.777 0.07
Se 1.983 2.795 1.045 -0.28
H 4.427 2.168 -2.457 0.39
H 3.480 0.876 -1.675 0.24
H 4.221 2.156 -0.691 0.31
H 2.564 3.040 -3.917 0.52
H 0.268 4.469 -3.348 0.65
H -0.010 4.968 0.253 0.50
H -1.076 3.679 -0.374 0.03
H -0.852 5.151 -1.328 0.42

***

[4]
7
Properties=species:S:1:pos:R:3:mulliken_spin:R:1 method="wB97M-V/def2-TZVPD" homo_lumo_gap_ev="9.08 / 9.31" lumo_energy_ha="0.0289 / -0.0527" multiplicity=3
C 0.166 -0.213 -0.735 1.45
C -0.013 -0.016 0.654 -0.19
C -0.622 -0.635 1.800 0.54
F -1.035 -1.858 1.871 0.04
F -0.311 -0.391 3.097 0.03
H -0.838 -0.275 -1.366 0.07
H 0.719 0.846 0.855 0.05

***

[5]
42
Properties=species:S:1:pos:R:3:mulliken_spin:R:1 method="wB97M-V/def2-TZVPD" homo_lumo_gap_ev="7.03 / 6.98" lumo_energy_ha="-0.0031 / -0.0236" multiplicity=3
Pt 0.309 -1.011 -0.725 1.47
O -2.134 3.017 -1.380 0.00
C -1.597 3.674 -0.329 0.00
C -2.122 4.931 -0.027 0.00
C -1.613 5.667 1.022 0.00
C -0.566 5.165 1.793 0.00
C -0.046 3.923 1.497 0.00
C -0.546 3.153 0.442 0.01
C 0.022 1.809 0.166 0.01
O -0.576 1.079 -0.737 0.08
N 1.064 1.440 0.864 0.02
N 1.475 0.157 0.566 0.13
C 2.569 -0.245 1.101 -0.03
C 3.195 -1.532 0.900 -0.02
C 4.325 -1.785 1.703 -0.02
C 5.046 -2.949 1.619 0.03
C 4.650 -3.915 0.686 -0.02
C 3.565 -3.699 -0.125 0.03
C 2.799 -2.514 -0.052 0.04
O 1.796 -2.409 -0.894 0.15
H -1.617 2.187 -1.472 0.00
H -2.929 5.306 -0.644 0.00
H -2.031 6.641 1.241 0.00
H -0.165 5.742 2.615 0.00
H 0.765 3.509 2.080 0.00
H 3.074 0.459 1.762 0.00
H 4.623 -1.021 2.412 0.00
H 5.906 -3.112 2.254 0.00
H 5.206 -4.841 0.597 0.00
H 3.256 -4.433 -0.857 0.00
C -4.494 -2.766 -2.611 0.00
O -3.108 -2.656 -2.937 0.00
C -2.232 -2.167 -2.060 0.00
O -1.056 -2.126 -2.348 0.03
N -2.740 -1.767 -0.850 -0.01
N -1.861 -1.163 0.062 0.09
H -4.954 -3.253 -3.465 0.00
H -4.948 -1.781 -2.483 0.00
H -4.642 -3.382 -1.723 0.00
H -3.719 -1.561 -0.749 0.00
H -1.941 -1.609 0.967 0.00
H -2.007 -0.156 0.117 -0.01

***

[6]
91
Properties=species:S:1:pos:R:3:mulliken_spin:R:1 method="wB97M-V/def2-TZVPD" homo_lumo_gap_ev="5.62 / 7.58" lumo_energy_ha="-0.1080 / -0.1158" total_charge=+1 multiplicity=3
Ti -0.492 1.319 0.761 1.09
C 1.067 -1.146 -2.606 0.03
C 0.824 -0.107 -1.507 0.24
N -0.086 -0.291 -0.563 0.08
N -0.717 -1.540 -0.528 -0.01
C -1.399 -1.838 0.608 0.04
N -2.135 -2.964 0.654 0.02
S -1.337 -0.831 1.986 -0.02
C 1.553 1.105 -1.409 0.11
C 2.607 1.487 -2.260 0.08
C 3.410 2.518 -1.835 0.05
C 3.280 3.112 -0.556 0.07
C 2.153 2.747 0.158 0.07
N 1.272 1.812 -0.282 -0.02
H 1.073 -2.197 -2.305 0.00
H 1.997 -0.990 -3.102 0.00
H 0.268 -1.048 -3.365 0.01
H -0.571 -2.142 -1.310 0.00
H -2.077 -3.675 -0.061 0.00
H -2.519 -3.100 1.557 0.00
H 2.716 1.053 -3.265 0.01
H 4.261 2.821 -2.471 0.00
H 3.992 3.885 -0.320 0.00
H 1.926 3.263 1.056 0.04
C -1.981 6.570 -1.799 0.00
C -1.196 5.439 -2.166 0.00
C -0.852 4.536 -1.211 0.02
C -1.279 4.627 0.113 -0.01
C -2.021 5.730 0.488 0.00
C -2.388 6.685 -0.446 0.00
N -0.809 3.638 1.048 0.00
N -0.831 4.068 2.231 0.04
C -0.291 3.147 3.134 0.04
C -0.287 3.467 4.505 -0.01
C 0.400 2.646 5.386 0.03
C 0.960 1.485 4.895 -0.02
C 0.844 1.092 3.570 0.03
C 0.246 1.933 2.620 -0.11
H -2.267 7.329 -2.570 0.00
H -0.831 5.306 -3.165 0.00
H -0.180 3.718 -1.438 0.02
H -2.301 5.939 1.519 0.00
H -2.972 7.539 -0.102 0.00
H -0.814 4.366 4.908 0.00
H 0.391 2.928 6.415 0.00
H 1.510 0.849 5.586 0.00
H 1.259 0.157 3.223 0.03
N -5.511 4.958 -2.107 0.00
C -5.869 3.724 -1.617 0.00
O -7.021 3.339 -1.572 0.00
C -4.644 3.004 -1.108 0.01
C -4.413 2.770 0.243 -0.01
C -3.309 2.119 0.684 0.04
N -2.366 1.739 -0.166 -0.02
C -2.505 2.019 -1.474 0.05
C -3.629 2.617 -2.002 0.00
H -6.227 5.627 -2.403 0.00
H -4.631 5.327 -1.942 0.00
H -5.168 3.043 0.961 0.00
H -3.138 1.924 1.716 0.00
H -1.698 1.659 -2.118 -0.02
H -3.613 2.859 -3.044 0.00
C 0.936 -8.356 -1.650 0.00
C 0.656 -6.952 -2.159 0.00
S 0.864 -5.674 -0.937 0.00
O 0.637 -4.334 -1.477 0.00
O 0.160 -6.081 0.272 0.00
C 2.560 -5.829 -0.595 0.00
C 3.033 -5.190 0.691 0.00
N 2.759 -3.763 0.917 0.00
C 1.985 -3.195 1.906 -0.01
N 1.997 -1.894 1.888 0.01
C 2.668 -1.538 0.795 0.06
C 3.148 -2.657 0.186 0.02
N 3.970 -2.680 -0.926 0.00
O 4.129 -1.658 -1.552 0.00
O 4.505 -3.762 -1.255 0.00
C 1.360 -3.914 3.090 0.00
H 0.482 -9.046 -2.307 0.00
H 0.583 -8.528 -0.637 0.00
H 2.020 -8.525 -1.610 0.00
H -0.424 -6.826 -2.410 0.00
H 1.234 -6.706 -3.010 0.00
H 3.046 -5.395 -1.465 0.00
H 2.705 -6.920 -0.497 0.00
H 4.068 -5.279 0.669 0.00
H 2.687 -5.734 1.605 0.00
H 2.853 -0.537 0.440 -0.05
H 2.174 -4.153 3.772 0.00
H 0.847 -4.847 2.835 0.00
H 0.721 -3.204 3.594 0.00